--- w ---
ORCA calculation (ωB97M-V/def2-TZVPD) on a 2-piece molecular cluster, C9H14 overall.

The LUMO energy is 0.03587 hartree. The calculation puts the HOMO-LUMO gap at 10.0 eV. The SMILES is Cc1ccccc1.CC.

Each atom is followed by the atoms it is bonded to, with distances in Å.
Atoms and positions in Å:
1 C -0.02314 -2.83928 -0.43031  C2 1.476, H8 1.092, H9 1.099, H10 1.093
2 C -0.01518 -1.58318 0.34397  C1 1.476, C3 1.411, C7 1.385
3 C -1.16877 -0.86550 0.72465  C2 1.411, C4 1.381, H11 1.082
4 C -1.14077 0.07478 1.73630  C3 1.381, C5 1.407, H12 1.079
5 C 0.05857 0.42647 2.38156  C4 1.407, C6 1.370, H13 1.073
6 C 1.20041 -0.20044 1.95652  C5 1.370, C7 1.398, H14 1.084
7 C 1.15962 -1.17245 0.95281  C2 1.385, C6 1.398, H15 1.086
8 H -0.81199 -2.99695 -1.16894  C1 1.092
9 H -0.08572 -3.71860 0.22553  C1 1.099
10 H 0.93254 -3.01063 -0.93192  C1 1.093
11 H -2.05051 -1.13490 0.15860  C3 1.082
12 H -2.08062 0.55931 1.95123  C4 1.079
13 H 0.03089 1.09890 3.21743  C5 1.073
14 H 2.22369 -0.04044 2.27778  C6 1.084
15 H 2.09641 -1.61133 0.62194  C7 1.086
16 C 0.32742 1.84371 -2.36111  C17 1.549, H18 1.078, H19 1.098, H20 1.092
17 C -0.37192 2.45491 -1.12154  C16 1.549, H21 1.078, H22 1.082, H23 1.103
18 H 0.66252 2.55845 -3.09509  C16 1.078
19 H 1.18625 1.27442 -1.98224  C16 1.098
20 H -0.29710 1.04540 -2.76724  C16 1.092
21 H -0.51393 1.74196 -0.32531  C17 1.078
22 H 0.09424 3.41713 -0.95521  C17 1.082
23 H -1.41291 2.67826 -1.40942  C17 1.103

Here are the Löwdin charges for atoms 1 to 5, given in e:
1 C -0.066
2 C -0.289
3 C -0.060
4 C -0.101
5 C -0.091

=====

--- x ---
ORCA calculation (ωB97M-V/def2-TZVPD) on a 2-piece molecular cluster, C9H14 overall.

The LUMO energy is 0.03766 hartree. The calculation puts the HOMO-LUMO gap at 10.1 eV. The SMILES is Cc1ccccc1.CC.

Each atom is followed by the atoms it is bonded to, with distances in Å.
Atoms and positions in Å:
1 C -0.18641 3.63696 -0.51925  C2 1.492, H8 1.103, H9 1.090, H10 1.094
2 C 0.19260 2.46071 0.31676  C1 1.492, C3 1.416, C7 1.379
3 C -0.02546 2.41932 1.71528  C2 1.416, C4 1.378, H11 1.089
4 C 0.25439 1.31320 2.48750  C3 1.378, C5 1.420, H12 1.081
5 C 0.96032 0.22357 1.91344  C4 1.420, C6 1.373, H13 1.084
6 C 1.23950 0.28002 0.57066  C5 1.373, C7 1.406, H14 1.084
7 C 0.79512 1.34715 -0.22945  C2 1.379, C6 1.406, H15 1.085
8 H 0.53667 4.45127 -0.34713  C1 1.103
9 H -1.15950 4.08536 -0.31727  C1 1.090
10 H -0.12721 3.50165 -1.60296  C1 1.094
11 H -0.58718 3.22151 2.19100  C3 1.089
12 H 0.06624 1.27949 3.55190  C4 1.081
13 H 1.36783 -0.55185 2.55211  C5 1.084
14 H 1.84551 -0.46768 0.07275  C6 1.084
15 H 0.89461 1.23146 -1.30337  C7 1.085
16 C -0.90369 -4.27255 -1.37222  C17 1.553, H18 1.090, H19 1.098, H20 1.094
17 C -0.63742 -2.74248 -1.34542  C16 1.553, H21 1.078, H22 1.094, H23 1.081
18 H -1.50377 -4.62309 -2.21218  C16 1.090
19 H 0.04864 -4.78195 -1.57196  C16 1.098
20 H -1.42587 -4.66627 -0.49552  C16 1.094
21 H -1.47081 -2.17583 -0.96279  C17 1.078
22 H -0.38900 -2.56842 -2.39651  C17 1.094
23 H 0.21485 -2.60156 -0.69537  C17 1.081

Here are the Löwdin charges for atoms 1 to 5, given in e:
1 C -0.064
2 C -0.281
3 C -0.059
4 C -0.087
5 C -0.093

=====

--- y ---
ORCA calculation (ωB97M-V/def2-TZVPD) on a 2-piece molecular cluster, C9H14 overall.

The LUMO energy is 0.03631 hartree. The calculation puts the HOMO-LUMO gap at 9.6 eV. The SMILES is Cc1ccccc1.CC.

Each atom is followed by the atoms it is bonded to, with distances in Å.
Atoms and positions in Å:
1 C 1.40281 1.31521 0.96243  C2 1.425, H8 1.249, H9 1.050, H10 1.143
2 C 0.97401 1.21841 -0.39326  C1 1.425, C3 1.407, C7 1.464
3 C 1.77459 1.50910 -1.51295  C2 1.407, C4 1.418, H11 1.109
4 C 1.48367 1.00279 -2.80564  C3 1.418, C5 1.380, H12 1.017
5 C 0.19390 0.54773 -2.99324  C4 1.380, C6 1.441, H13 1.069
6 C -0.78033 0.37953 -1.94475  C5 1.441, C7 1.420, H14 1.063
7 C -0.38168 0.71811 -0.62503  C2 1.464, C6 1.420, H15 1.071
8 H 1.74586 0.12854 1.14682  C1 1.249
9 H 0.66100 1.49404 1.68431  C1 1.050
10 H 2.17794 2.13536 1.14113  C1 1.143
11 H 2.67763 2.08827 -1.23381  C3 1.109
12 H 2.17568 1.02993 -3.55039  C4 1.017
13 H -0.17972 0.31829 -3.96847  C5 1.069
14 H -1.67244 -0.13628 -2.20678  C6 1.063
15 H -1.13916 0.54118 0.11149  C7 1.071
16 C -1.35052 -2.33077 1.49413  C17 1.486, H18 1.139, H19 1.084, H20 1.039
17 C -1.45345 -1.26233 2.52129  C16 1.486, H21 1.117, H22 1.134, H23 1.044
18 H -1.24328 -3.29826 2.08625  C16 1.139
19 H -2.09074 -2.32611 0.70169  C16 1.084
20 H -0.45386 -2.27411 0.97150  C16 1.039
21 H -1.98893 -0.37058 2.11478  C17 1.117
22 H -0.60752 -0.66892 2.98918  C17 1.134
23 H -1.92545 -1.75915 3.30929  C17 1.044

Here are the Löwdin charges for atoms 1 to 5, given in e:
1 C -0.090
2 C -0.332
3 C -0.043
4 C -0.073
5 C -0.101

=====

Stability ranking, top entry: x; the second entry is 0.105 eV less favorable.

=====

--- w ---
ORCA calculation (ωB97M-V/def2-TZVPD) on a 2-piece molecular cluster, C9H14 overall.

The LUMO energy is 0.03758 hartree. The calculation puts the HOMO-LUMO gap at 10.0 eV. The SMILES is Cc1ccccc1.CC.

Each atom is followed by the atoms it is bonded to, with distances in Å.
Atoms and positions in Å:
1 C -1.24928 -2.49290 -0.17944  C2 1.493, H8 1.091, H9 1.089, H10 1.097
2 C -0.40381 -1.72202 0.78048  C1 1.493, C3 1.403, C7 1.380
3 C 0.55878 -0.86500 0.22716  C2 1.403, C4 1.386, H11 1.079
4 C 1.41651 -0.21032 1.09728  C3 1.386, C5 1.395, H12 1.088
5 C 1.24579 -0.28935 2.47987  C4 1.395, C6 1.388, H13 1.080
6 C 0.16878 -0.99762 2.99529  C5 1.388, C7 1.393, H14 1.077
7 C -0.57864 -1.81050 2.14634  C2 1.380, C6 1.393, H15 1.077
8 H -1.57613 -3.46359 0.19740  C1 1.091
9 H -0.75938 -2.65579 -1.13834  C1 1.089
10 H -2.15466 -1.91299 -0.39745  C1 1.097
11 H 0.69251 -0.67546 -0.82643  C3 1.079
12 H 2.21945 0.44449 0.76631  C4 1.088
13 H 1.96647 0.10678 3.18007  C5 1.080
14 H -0.01493 -0.92710 4.05412  C6 1.077
15 H -1.39929 -2.39870 2.52115  C7 1.077
16 C 0.41905 2.35181 -1.61185  C17 1.522, H18 1.095, H19 1.087, H20 1.081
17 C -0.47073 2.63409 -2.81401  C16 1.522, H21 1.091, H22 1.091, H23 1.092
18 H 1.42594 2.73117 -1.81316  C16 1.095
19 H 0.13742 2.91037 -0.72265  C16 1.087
20 H 0.53529 1.29822 -1.39945  C16 1.081
21 H 0.01423 3.12438 -3.65967  C17 1.091
22 H -1.42079 3.12813 -2.60580  C17 1.091
23 H -0.77258 1.69190 -3.27723  C17 1.092

Here are the Löwdin charges for atoms 1 to 5, given in e:
1 C -0.062
2 C -0.288
3 C -0.060
4 C -0.092
5 C -0.100

=====

--- x ---
ORCA calculation (ωB97M-V/def2-TZVPD) on a 2-piece molecular cluster, C9H14 overall.

The LUMO energy is 0.03728 hartree. The calculation puts the HOMO-LUMO gap at 9.9 eV. The SMILES is Cc1ccccc1.CC.

Each atom is followed by the atoms it is bonded to, with distances in Å.
Atoms and positions in Å:
1 C -0.87864 3.16499 -0.76408  C2 1.527, H8 1.088, H9 1.091, H10 1.088
2 C -1.04462 1.96495 0.16523  C1 1.527, C3 1.392, C7 1.404
3 C -2.30115 1.38218 0.29925  C2 1.392, C4 1.381, H11 1.085
4 C -2.38677 0.11710 0.84740  C3 1.381, C5 1.381, H12 1.086
5 C -1.27455 -0.50249 1.38159  C4 1.381, C6 1.388, H13 1.084
6 C -0.05242 0.15528 1.39517  C5 1.388, C7 1.384, H14 1.079
7 C 0.07077 1.40143 0.80560  C2 1.404, C6 1.384, H15 1.080
8 H 0.14605 3.50270 -0.90061  C1 1.088
9 H -1.42157 4.00177 -0.32267  C1 1.091
10 H -1.32303 2.94360 -1.73211  C1 1.088
11 H -3.12095 1.99297 -0.06270  C3 1.085
12 H -3.38705 -0.29835 0.92413  C4 1.086
13 H -1.38865 -1.39678 1.98295  C5 1.084
14 H 0.79389 -0.25572 1.92386  C6 1.079
15 H 0.96116 2.01292 0.80221  C7 1.080
16 C 2.18153 -2.05178 -0.21270  C17 1.531, H18 1.085, H19 1.086, H20 1.089
17 C 1.97817 -2.95549 -1.43150  C16 1.531, H21 1.092, H22 1.095, H23 1.095
18 H 1.18979 -1.89459 0.19844  C16 1.085
19 H 2.79097 -2.54914 0.53591  C16 1.086
20 H 2.53109 -1.05234 -0.46571  C16 1.089
21 H 0.99058 -3.24897 -1.79252  C17 1.092
22 H 2.45156 -2.52939 -2.32200  C17 1.095
23 H 2.49384 -3.90486 -1.25512  C17 1.095

Here are the Löwdin charges for atoms 1 to 5, given in e:
1 C -0.053
2 C -0.275
3 C -0.063
4 C -0.095
5 C -0.103

=====

--- y ---
ORCA calculation (ωB97M-V/def2-TZVPD) on a 2-piece molecular cluster, C9H14 overall.

The LUMO energy is 0.03833 hartree. The calculation puts the HOMO-LUMO gap at 10.1 eV. The SMILES is Cc1ccccc1.CC.

Each atom is followed by the atoms it is bonded to, with distances in Å.
Atoms and positions in Å:
1 C -3.12283 0.13531 -1.99047  C2 1.504, H8 1.092, H9 1.083, H10 1.094
2 C -1.84482 -0.34816 -1.36264  C1 1.504, C3 1.385, C7 1.385
3 C -1.82070 -0.82384 -0.06244  C2 1.385, C4 1.381, H11 1.084
4 C -0.63153 -1.24570 0.49792  C3 1.381, C5 1.390, H12 1.088
5 C 0.55278 -1.27227 -0.23000  C4 1.390, C6 1.386, H13 1.080
6 C 0.53073 -0.76597 -1.51973  C5 1.386, C7 1.390, H14 1.087
7 C -0.65590 -0.29734 -2.07157  C2 1.385, C6 1.390, H15 1.088
8 H -3.90267 0.14340 -1.22664  C1 1.092
9 H -3.39446 -0.45455 -2.85730  C1 1.083
10 H -3.08994 1.17709 -2.32222  C1 1.094
11 H -2.70302 -0.80912 0.56705  C3 1.084
12 H -0.58139 -1.52444 1.54815  C4 1.088
13 H 1.46708 -1.76219 0.07081  C5 1.080
14 H 1.41069 -0.86856 -2.14969  C6 1.087
15 H -0.61322 0.11552 -3.07684  C7 1.088
16 C 2.02662 1.79275 1.87109  C17 1.542, H18 1.086, H19 1.092, H20 1.088
17 C 2.54623 0.38260 2.21691  C16 1.542, H21 1.087, H22 1.089, H23 1.075
18 H 1.80353 1.79805 0.80860  C16 1.086
19 H 1.07133 2.00612 2.35485  C16 1.092
20 H 2.78829 2.53962 2.08521  C16 1.088
21 H 3.63009 0.40780 2.13471  C17 1.087
22 H 2.23609 -0.38035 1.50488  C17 1.089
23 H 2.29704 0.05423 3.20939  C17 1.075

Here are the Löwdin charges for atoms 1 to 5, given in e:
1 C -0.054
2 C -0.287
3 C -0.057
4 C -0.089
5 C -0.116

=====

--- z ---
ORCA calculation (ωB97M-V/def2-TZVPD) on a 2-piece molecular cluster, C9H14 overall.

The LUMO energy is 0.03712 hartree. The calculation puts the HOMO-LUMO gap at 9.9 eV. The SMILES is Cc1ccccc1.CC.

Each atom is followed by the atoms it is bonded to, with distances in Å.
Atoms and positions in Å:
1 C 1.65003 -0.36750 1.47977  C2 1.520, H8 1.079, H9 1.104, H10 1.161
2 C 0.80298 0.64860 0.73099  C1 1.520, C3 1.413, C7 1.394
3 C 1.03237 0.87056 -0.64527  C2 1.413, C4 1.406, H11 1.120
4 C 0.46639 1.93842 -1.36395  C3 1.406, C5 1.451, H12 1.064
5 C -0.42792 2.78296 -0.59475  C4 1.451, C6 1.455, H13 1.038
6 C -0.80338 2.52034 0.78645  C5 1.455, C7 1.379, H14 1.172
7 C -0.11422 1.47922 1.37193  C2 1.394, C6 1.379, H15 1.142
8 H 2.59815 -0.64587 1.04541  C1 1.079
9 H 1.14088 -1.34614 1.44657  C1 1.104
10 H 1.93937 0.01835 2.53631  C1 1.161
11 H 1.98101 0.36267 -0.95689  C3 1.120
12 H 0.62250 2.14462 -2.39568  C4 1.064
13 H -0.94578 3.53304 -1.09185  C5 1.038
14 H -1.38622 3.34185 1.38546  C6 1.172
15 H -0.23466 1.12997 2.45288  C7 1.142
16 C -0.73037 -2.75597 -1.34066  C17 1.512, H18 1.068, H19 1.083, H20 1.214
17 C -1.40055 -1.87385 -0.31110  C16 1.512, H21 1.119, H22 1.268, H23 1.058
18 H -1.20646 -2.92784 -2.28108  C16 1.068
19 H 0.27140 -2.37854 -1.50432  C16 1.083
20 H -0.62856 -3.82169 -0.76722  C16 1.214
21 H -1.74431 -0.84128 -0.57022  C17 1.119
22 H -0.54073 -1.58073 0.57418  C17 1.268
23 H -2.34194 -2.23120 0.01303  C17 1.058

Here are the Löwdin charges for atoms 1 to 5, given in e:
1 C -0.070
2 C -0.324
3 C -0.073
4 C -0.057
5 C -0.071

=====

Stability ranking, top entry: y; the second entry is 0.163 eV less favorable.